(1)
Below is an isolated molecule of C2H4N2O3, with properties calculated with ωB97M-V/def2-TZVPD.

Calculated values
HOMO (spin up / spin down)   -8.67 / -8.50 eV
Lowest unoccupied orbital energy (spin up / spin down)   -0.0244 / -0.0275 Ha
Net charge   0
ΔE to the lowest compared entry with this formula, charge and spin   180.6 kcal per mole
Kohn-Sham gap (spin up / spin down)   8.008 / 7.750 eV

Positions of all 11 atoms, in Å:
C 1.741 -0.376 0.054
C -1.536 -0.041 -0.386
N 1.557 0.889 0.420
N -0.250 0.436 -0.742
O 2.487 -1.244 -0.239
O 0.304 1.344 0.330
O -1.462 -1.070 0.664
H -2.036 -0.559 -1.293
H -2.128 0.706 -0.097
H 2.159 1.587 0.929
H -0.837 -1.671 0.360

---

(2)
Below is a cluster of 6 separate species, CH14O5S in total, with properties calculated with ωB97M-V/def2-TZVPD.

Calculated values
HOMO   -8.85 eV
Lowest unoccupied orbital energy   0.0151 Ha
Net charge   0
SMILES string   CS.O.O.O.O.O
ΔE to the lowest compared entry with this formula, charge and spin   0.0 kcal per mole
Kohn-Sham gap   9.260 eV

Positions of all 21 atoms, in Å:
C 1.309 -2.094 -0.757
S -0.293 -2.556 -0.076
H 1.594 -2.762 -1.569
H 2.141 -2.163 -0.053
H 1.350 -1.058 -1.094
H -0.119 -1.880 1.077
O 1.599 1.732 -0.252
H 2.068 2.341 0.328
H 0.661 1.933 -0.101
O -1.995 -0.709 -2.185
H -1.883 -1.262 -2.965
H -2.205 -1.344 -1.486
O 1.109 -0.193 1.969
H 1.552 0.174 1.192
H 0.430 0.480 2.178
O -0.692 1.846 2.150
H -1.331 1.730 1.435
H -1.128 1.948 2.996
O -1.187 1.468 -0.616
H -0.976 0.652 -1.103
H -2.003 1.714 -1.069

---

(3)
Below is a structure of composition C52H44BInN9O4S, with properties calculated with ωB97M-V/def2-TZVPD.

Calculated values
HOMO   -10.74 eV
Lowest unoccupied orbital energy   -0.1078 Ha
Net charge   +1
ΔE to the lowest compared entry with this formula, charge and spin   36.2 kcal per mole
Kohn-Sham gap   7.808 eV

Positions of all 112 atoms, in Å:
In -0.946 -0.217 -0.869
O -4.910 -1.843 -0.690
C -3.786 -1.454 -0.426
N -2.941 -0.804 -1.249
C -3.458 -0.541 -2.598
C -2.756 0.643 -3.181
C -3.341 1.207 -4.315
C -2.758 2.312 -4.926
C -1.613 2.867 -4.304
C -1.132 2.230 -3.213
N -1.711 1.181 -2.583
C -3.244 -1.721 0.971
C -4.042 -2.458 1.841
C -3.655 -2.577 3.134
C -2.464 -2.014 3.524
C -1.665 -1.431 2.551
N -2.094 -1.233 1.325
H -3.284 -1.428 -3.235
H -4.503 -0.236 -2.485
H -4.151 0.685 -4.807
H -3.284 2.742 -5.808
H -1.101 3.734 -4.684
H -0.132 2.543 -2.793
H -4.995 -2.736 1.569
H -4.235 -3.101 3.837
H -2.213 -2.051 4.528
H -0.683 -1.020 2.822
C -5.190 1.051 0.936
C -4.640 1.521 -0.227
N -3.460 2.139 -0.208
C -2.821 2.167 0.941
C -3.397 1.756 2.117
N -4.587 1.206 2.129
C -1.425 2.688 0.887
C -1.080 3.741 1.674
C 0.207 4.253 1.686
C 1.117 3.582 0.845
C 0.738 2.458 0.110
N -0.523 2.033 0.132
C 1.773 1.874 -0.797
C 3.124 2.168 -0.767
N 3.968 1.623 -1.682
C 3.485 0.753 -2.552
C 2.163 0.383 -2.511
N 1.334 1.059 -1.732
C 0.622 5.338 2.597
C -0.207 6.432 2.880
C 0.187 7.394 3.771
N 1.389 7.304 4.409
C 2.238 6.311 4.111
C 1.873 5.239 3.273
H -6.185 0.590 0.925
H -5.235 1.556 -1.111
H -2.754 1.795 3.010
H -1.771 4.244 2.384
H 2.180 3.829 0.838
H 3.618 2.824 -0.061
H 4.192 0.248 -3.217
H 1.749 -0.332 -3.218
H -1.191 6.432 2.455
H -0.456 8.215 4.024
H 3.219 6.405 4.612
H 2.423 4.320 3.129
C 6.308 -1.418 4.416
C 5.945 -0.251 3.508
C 7.206 0.279 2.783
C 5.453 0.853 4.460
C 4.947 -0.701 2.401
C 5.162 -1.653 1.453
C 4.238 -2.165 0.536
C 2.955 -1.603 0.556
O 1.897 -1.688 -0.286
B 0.942 -0.838 0.163
O 1.393 -0.147 1.304
C 2.703 -0.588 1.504
C 3.642 -0.097 2.354
H 7.126 -1.138 5.084
H 6.636 -2.359 3.938
H 5.516 -1.663 5.100
H 7.950 0.620 3.486
H 7.003 1.061 2.064
H 7.781 -0.527 2.278
H 6.193 0.897 5.305
H 4.436 0.640 4.818
H 5.447 1.834 4.027
H 6.123 -2.110 1.480
H 4.485 -2.909 -0.221
H 3.448 0.789 2.965
O -0.203 -1.540 -3.053
S -0.266 -3.050 -3.334
C -1.616 -3.272 -4.444
C -1.908 -2.196 -5.267
C -2.945 -2.349 -6.256
C -3.528 -3.584 -6.444
C -3.110 -4.678 -5.687
C -2.143 -4.552 -4.677
C -0.996 -3.799 -1.886
C -0.071 -4.421 -1.071
C -0.504 -5.015 0.127
C -1.869 -5.111 0.359
C -2.811 -4.575 -0.549
C -2.366 -3.827 -1.601
H -1.306 -1.282 -5.170
H -3.118 -1.518 -6.904
H -4.297 -3.766 -7.214
H -3.576 -5.627 -5.939
H -1.811 -5.372 -4.085
H 0.969 -4.331 -1.396
H 0.264 -5.485 0.745
H -2.276 -5.620 1.239
H -3.883 -4.596 -0.433
H -3.146 -3.428 -2.262

---

(4)
Below is a cluster of 2 separate species, C5H11B in total, with properties calculated with ωB97M-V/def2-TZVPD.

Calculated values
HOMO (spin up / spin down)   -7.21 / -7.21 eV
Lowest unoccupied orbital energy (spin up / spin down)   0.0200 / 0.0200 Ha
Net charge   0
ΔE to the lowest compared entry with this formula, charge and spin   118.5 kcal per mole
Kohn-Sham gap (spin up / spin down)   7.754 / 7.751 eV

Positions of all 17 atoms, in Å:
B -0.519 -0.301 -0.046
C -3.116 -0.216 0.210
C -1.985 -0.293 -0.493
C 0.380 2.215 0.006
C 2.043 -0.967 -0.217
C 0.615 -1.376 0.269
H -4.096 -0.251 -0.412
H -3.065 -0.026 1.207
H -1.973 -0.322 -1.516
H -0.341 2.953 -0.235
H 0.960 2.058 -0.928
H 0.732 2.128 1.073
H 2.516 -0.235 0.370
H 2.654 -1.782 0.034
H 2.167 -0.802 -1.224
H 0.463 -2.320 -0.093
H 0.536 -1.571 1.444

---

(5)
Below is a structure of composition C38H53B2F4GeN7O7Zr, with properties calculated with ωB97M-V/def2-TZVPD.

Calculated values
HOMO (spin up / spin down)   -17.01 / -17.01 eV
Lowest unoccupied orbital energy (spin up / spin down)   -0.4707 / -0.4713 Ha
Net charge   +4
Kohn-Sham gap (spin up / spin down)   4.199 / 4.183 eV

Positions of all 113 atoms, in Å:
Zr 0.498 0.294 -0.363
C -2.166 -0.023 -4.418
C -1.292 0.600 -3.418
N 0.019 0.492 -3.435
O 1.667 -0.528 -2.272
B 2.772 -1.304 -1.838
F 3.179 -2.371 -2.452
F 0.886 -1.521 0.112
O 3.444 -0.909 -0.688
N 2.835 0.139 -0.043
C 3.550 0.872 0.716
C 4.995 0.729 1.016
C 2.730 2.079 1.102
N 1.451 1.875 1.188
O 0.728 3.086 1.110
B -0.087 3.207 -0.025
F -0.103 4.306 -0.706
F 1.288 1.905 -1.317
O -1.072 2.181 -0.234
N -1.063 1.396 -1.367
C -1.814 1.572 -2.378
C -2.970 2.488 -2.525
C 3.394 3.394 1.167
H -1.679 -0.842 -4.946
H -2.366 0.766 -5.162
H -3.129 -0.332 -4.010
H 5.329 -0.287 0.820
H 5.206 0.999 2.050
H 5.572 1.401 0.372
H -3.348 2.778 -1.547
H -3.762 2.019 -3.111
H -2.665 3.396 -3.055
H 4.353 3.309 1.680
H 2.768 4.147 1.634
H 3.610 3.721 0.141
C -3.110 -6.491 -5.059
O -3.010 -5.307 -4.244
C -4.152 -4.865 -3.651
C -5.401 -5.451 -3.778
C -6.495 -4.887 -3.136
C -6.359 -3.730 -2.381
C -5.115 -3.139 -2.250
C -4.012 -3.716 -2.869
N -2.690 -3.156 -2.862
C -2.107 -2.424 -1.928
N -2.672 -2.282 -0.751
C -2.442 -1.460 0.399
C -1.529 -0.428 0.531
C -1.532 0.247 1.760
C -2.372 -0.099 2.813
C -3.285 -1.124 2.655
C -3.329 -1.802 1.445
O -4.186 -2.798 1.166
C -5.105 -3.248 2.186
N -0.984 -1.647 -2.251
C -0.073 -1.945 -3.096
C 0.830 -0.744 -3.466
C 1.644 -0.885 -4.701
C 1.775 -2.084 -5.258
C 1.191 -3.291 -4.663
C 0.342 -3.247 -3.618
O -0.195 -4.279 -2.967
C 0.338 -5.599 -3.229
H -2.106 -6.699 -5.412
H -3.767 -6.318 -5.910
H -3.471 -7.330 -4.466
H -5.532 -6.338 -4.380
H -7.467 -5.350 -3.243
H -7.223 -3.281 -1.911
H -5.029 -2.208 -1.702
H -2.114 -3.528 -3.608
H -3.437 -2.936 -0.576
H -0.960 1.167 1.890
H -2.353 0.453 3.745
H -3.980 -1.362 3.447
H -5.617 -4.104 1.761
H -5.821 -2.461 2.417
H -4.559 -3.551 3.078
H 0.536 1.260 -2.990
H 2.108 0.010 -5.097
H 2.362 -2.200 -6.161
H 1.477 -4.247 -5.083
H -0.108 -6.246 -2.484
H 1.423 -5.588 -3.122
H 0.053 -5.929 -4.227
C 0.955 -3.777 5.692
C 2.027 -3.548 4.631
C 2.235 -2.064 4.291
C 1.044 -1.522 3.481
Ge 1.279 0.389 3.542
C 0.477 1.825 4.526
C 0.941 1.612 5.983
C 0.299 0.387 6.635
C 0.797 0.161 8.057
H 0.919 -4.829 5.973
H -0.045 -3.504 5.345
H 1.173 -3.207 6.598
H 1.789 -4.098 3.717
H 2.981 -3.932 4.996
H 3.157 -1.937 3.719
H 2.360 -1.517 5.234
H 0.081 -1.707 3.960
H 1.013 -1.920 2.468
H 2.806 0.625 3.598
H -0.609 1.813 4.445
H 0.846 2.761 4.103
H 0.669 2.513 6.537
H 2.033 1.539 6.041
H 0.514 -0.509 6.032
H -0.787 0.512 6.636
H 1.875 -0.010 8.078
H 0.308 -0.696 8.515
H 0.587 1.032 8.679

---

(6)
Below is a cluster of 7 separate species, C5H25N2O7 in total, with properties calculated with ωB97M-V/def2-TZVPD.

Calculated values
HOMO   -12.68 eV
Lowest unoccupied orbital energy   -0.0928 Ha
Net charge   +1
ΔE to the lowest compared entry with this formula, charge and spin   104.1 kcal per mole
Kohn-Sham gap   10.153 eV

Positions of all 39 atoms, in Å:
O 1.742 1.915 1.949
C 1.146 0.915 2.247
C 0.581 -0.074 1.067
C -0.890 -0.200 1.432
C -1.243 -1.768 1.644
C -2.123 -2.289 0.535
N -1.415 -2.302 -0.755
N 0.699 0.823 -0.134
H 1.410 0.298 3.096
H 1.017 -1.125 1.034
H -1.779 0.219 0.746
H -0.948 0.236 2.425
H -0.211 -2.322 1.669
H -1.832 -1.806 2.613
H -3.016 -1.633 0.422
H -2.479 -3.441 0.878
H -0.746 -3.002 -0.978
H -2.119 -2.463 -1.475
H 1.501 1.498 -0.070
H 0.930 0.152 -0.938
H -0.214 1.204 -0.522
H -1.940 2.588 -0.888
H -1.807 2.517 0.594
O -1.753 1.950 -0.171
H 3.451 0.208 3.614
H 3.822 -0.803 2.355
O 3.241 -0.224 2.815
H -0.525 2.840 -2.786
H -1.425 4.188 -2.382
O -1.389 3.239 -2.494
H -1.386 -0.746 -1.938
H -1.971 0.676 -1.959
O -1.278 0.121 -2.187
H 1.907 -4.871 0.150
H 1.729 -4.547 -1.327
O 2.124 -4.192 -0.538
H -0.096 1.259 -3.629
H 0.794 2.285 -4.317
O 0.547 1.907 -3.390

---

(7)
Below is a cluster of 11 separate species, C28H82N4O11 in total, with properties calculated with ωB97M-V/def2-TZVPD.

Calculated values
HOMO   -8.88 eV
Lowest unoccupied orbital energy   0.0230 Ha
Net charge   0
SMILES string   COC[C@H](C)N.COC[C@H](C)N.COC[C@H](C)N.COC[C@H](C)N.CCO.CCO.CCO.CCO.CCO.CO.CO
Kohn-Sham gap   9.506 eV

Positions of all 125 atoms, in Å:
C 7.698 10.502 21.050
O 7.334 10.772 19.725
C 8.376 11.452 19.081
C 8.534 12.853 19.462
C 7.260 13.671 19.254
N 9.526 13.421 18.537
H 6.918 9.836 21.481
H 7.682 11.349 21.762
H 8.681 10.045 21.057
H 9.324 10.958 19.176
H 8.114 11.356 17.968
H 8.960 12.942 20.439
H 6.781 13.440 18.281
H 7.272 14.714 19.486
H 6.446 13.244 19.944
H 9.212 13.404 17.534
H 9.687 14.422 18.694
C 13.712 13.683 11.742
O 14.644 12.614 11.625
C 15.432 12.527 12.814
C 16.660 11.660 12.525
C 16.337 10.191 12.375
N 17.545 11.851 13.637
H 13.417 13.986 10.750
H 14.209 14.578 12.279
H 12.816 13.415 12.325
H 15.699 13.584 13.005
H 14.934 12.130 13.649
H 17.062 12.045 11.583
H 15.705 9.718 13.109
H 17.242 9.601 12.459
H 15.823 9.907 11.465
H 18.337 11.207 13.633
H 17.716 12.741 14.002
C 7.534 11.770 15.363
O 7.890 13.128 15.417
C 6.929 13.929 14.779
C 7.331 15.415 14.821
C 8.541 15.739 13.964
N 7.600 15.804 16.179
H 8.333 11.210 15.760
H 7.293 11.372 14.342
H 6.653 11.651 15.974
H 6.924 13.625 13.750
H 5.912 13.737 15.244
H 6.389 15.875 14.493
H 8.491 15.264 12.925
H 9.367 15.118 14.449
H 8.797 16.836 13.934
H 6.843 15.473 16.773
H 7.606 16.825 16.363
C 11.548 11.258 7.076
O 10.403 11.378 7.869
C 10.593 12.043 9.095
C 9.240 12.266 9.683
C 9.365 12.970 11.037
N 8.609 10.975 9.824
H 12.087 12.197 6.998
H 11.233 10.877 6.111
H 12.237 10.527 7.578
H 11.191 11.381 9.772
H 11.164 13.007 9.065
H 8.684 12.892 9.004
H 9.867 12.198 11.729
H 8.482 13.067 11.578
H 9.974 13.904 11.031
H 8.554 10.521 8.949
H 9.232 10.397 10.354
C 6.989 7.587 11.813
C 8.397 7.043 11.511
O 9.339 7.419 12.580
H 6.211 7.070 11.164
H 6.934 8.657 11.656
H 6.735 7.432 12.839
H 8.775 7.346 10.499
H 8.374 5.948 11.461
H 9.651 8.311 12.418
C 12.716 10.460 20.368
C 11.974 10.598 19.010
O 12.123 11.922 18.510
H 12.406 11.231 21.122
H 13.768 10.585 20.043
H 12.601 9.476 20.831
H 10.870 10.330 19.068
H 12.432 10.019 18.211
H 11.316 12.450 18.652
C 9.521 7.740 15.831
C 10.675 8.686 15.640
O 11.815 8.257 16.423
H 9.300 7.746 16.935
H 9.789 6.712 15.627
H 8.697 7.982 15.189
H 10.412 9.649 16.117
H 10.856 8.744 14.560
H 11.973 7.320 16.207
C 12.025 15.657 17.934
C 11.652 15.792 19.372
O 10.283 16.118 19.614
H 12.186 16.592 17.471
H 11.173 15.079 17.456
H 12.876 15.037 17.723
H 12.321 16.444 19.971
H 11.718 14.782 19.804
H 10.155 17.015 19.401
C 15.181 9.252 16.861
C 14.559 10.483 16.191
O 13.578 10.074 15.235
H 15.801 8.764 16.081
H 14.362 8.662 17.258
H 15.829 9.612 17.662
H 15.324 11.113 15.708
H 14.166 11.246 16.867
H 12.870 9.467 15.600
C 11.150 12.641 14.809
O 11.620 11.776 13.814
H 11.423 12.478 15.852
H 11.584 13.641 14.656
H 10.070 12.715 14.694
H 12.351 11.281 14.261
C 12.064 9.542 11.854
O 10.701 9.791 12.243
H 12.072 8.534 11.437
H 12.505 10.203 11.094
H 12.668 9.664 12.722
H 10.746 10.547 12.856

---

(8)
Below is a cluster of 2 separate species, C2H2O in total, with properties calculated with ωB97M-V/def2-TZVPD.

Calculated values
HOMO   -9.15 eV
Lowest unoccupied orbital energy   -0.0029 Ha
Net charge   0
ΔE to the lowest compared entry with this formula, charge and spin   56.6 kcal per mole
Kohn-Sham gap   9.069 eV

Positions of all 5 atoms, in Å:
C -0.437 -0.090 -0.018
C 0.962 -0.078 -0.016
O 2.117 0.083 -0.009
H -0.851 0.841 0.081
H -1.791 -0.756 -0.038